one) Density functional theory data (wB97M-V/def2-TZVPD) for 2 unconnected molecules or ions with the total composition C2H8N2O2.

Computed properties:
SMILES string   O=CO.NCN
LUMO level   0.0189 Ha
Orbital gap   0.3612 hartree

Last column: natural (NBO) charge in e.
Element x y z (Å)
N -1.969 -0.047 0.395  -0.8322
C -2.534 0.077 -1.010  -0.0770
N -3.743 -0.584 -1.357  -0.8323
H -2.771 -0.166 0.979  0.3467
H -1.454 -0.936 0.405  0.3414
H -2.848 1.147 -1.035  0.1702
H -1.765 -0.029 -1.859  0.1874
H -3.476 -1.633 -0.904  0.3258
H -4.653 -0.293 -0.910  0.3702
O 6.152 1.494 1.450  -0.5279
C 5.155 0.911 1.036  0.6535
O 4.588 -0.165 1.555  -0.7333
H 4.548 1.261 0.147  0.0910
H 4.772 -1.037 1.108  0.5166

=====

two) Density functional theory data (wB97M-V/def2-TZVPD) for 2 unconnected molecules or ions with the total composition C2H8N2O2.

Computed properties:
SMILES string   NCC(N)=O.O
LUMO level   0.0141 Ha
Orbital gap   0.3406 hartree

Last column: natural (NBO) charge in e.
Element x y z (Å)
O -1.399 -2.320 -2.215  -0.6394
C -0.987 -1.970 -1.113  0.6355
N -0.107 -2.670 -0.470  -0.8046
N 0.000 0.000 0.000  -0.8360
C -1.245 -0.554 -0.580  -0.3165
H 0.418 -2.274 0.314  0.3937
H 0.245 -3.500 -0.954  0.4090
H 0.509 -0.618 0.642  0.3555
H 0.669 0.262 -0.732  0.3583
H -1.959 -0.574 0.265  0.2075
H -1.711 0.023 -1.402  0.2337
O 2.475 -1.447 2.140  -0.9550
H 3.280 -1.609 1.599  0.4765
H 2.715 -0.690 2.721  0.4818

=====

three) Density functional theory data (wB97M-V/def2-TZVPD) for 2 unconnected molecules or ions with the total composition C2H8N2O2.

Computed properties:
SMILES string   NC=O.NCO
LUMO level   0.0370 Ha
Orbital gap   0.3886 hartree

Last column: natural (NBO) charge in e.
Element x y z (Å)
N -1.668 -1.044 -0.184  -0.8729
C -1.482 0.058 0.702  0.0953
O -1.093 1.288 -0.041  -0.7680
H -0.772 -1.317 -0.602  0.3912
H -2.038 -1.883 0.182  0.3733
H -0.596 -0.029 1.316  0.1537
H -2.419 0.323 1.295  0.1660
H -1.672 1.336 -0.864  0.4796
C 2.210 -0.386 -0.108  0.5319
N 1.684 0.810 -0.658  -0.8601
O 1.463 -1.342 -0.043  -0.6124
H 3.290 -0.342 0.128  0.1167
H 0.750 0.999 -0.294  0.4304
H 2.342 1.528 -0.830  0.3752

=====

four) Density functional theory data (wB97M-V/def2-TZVPD) for 2 unconnected molecules or ions with the total composition C2H8N2O2.

Computed properties:
SMILES string   NCC(N)=O.O
LUMO level   0.0265 Ha
Orbital gap   0.3742 hartree

Last column: natural (NBO) charge in e.
Element x y z (Å)
N -0.849 0.480 -0.412  -0.8647
C 0.450 0.914 -0.932  -0.3212
C 1.615 0.216 -0.246  0.6633
N 1.579 0.228 1.117  -0.8379
O 2.555 -0.259 -0.845  -0.6081
H -1.383 -0.013 -1.113  0.3857
H -1.409 1.256 -0.093  0.3668
H 0.584 1.975 -0.717  0.2050
H 0.561 0.781 -2.001  0.2139
H 0.760 0.426 1.659  0.3987
H 2.381 -0.185 1.561  0.4009
H -2.601 -2.690 0.674  0.4739
H -1.730 -1.370 0.883  0.4891
O -2.512 -1.760 0.465  -0.9655

=====

Least stable structure among those shown: one).